No. 1
# C2H4O3S

A 2-piece molecular cluster, C2H4O3S overall in a non-equilibrium geometry (ωB97M-V/def2-TZVPD, OMol25).

Geometry (Å):
S: 3.4835 0.0379 -0.1718
O: 4.4881 -0.9752 -0.0159
O: 0.7636 0.9485 0.2056
O: 3.9423 1.3486 0.0829
C: -0.4133 0.3895 0.0096
C: 2.0350 -0.5315 0.4060
H: -0.3555 -0.6250 0.4143
H: 1.5937 -1.4328 -0.0552
H: -0.5887 0.2842 -1.0524
H: -1.0904 1.0852 0.6421

Spin multiplicity: 1
HOMO-LUMO gap (alpha / beta) (Eh): 0.2918 / 0.2918
Relative energy (zero: lowest compared OMol25 entry of this formula, charge and spin) (kcal/mol): 138.3
HOMO (alpha / beta) (eV): -10.0 / -10.0

Atom charges from the natural (NBO) analysis, given in e for atoms 1 to 6: S 2.00; O -0.85; O -0.51; O -0.81; C -0.24; C -0.34



No. 2
# C28H54Be2Br2Cl2LiN6O14PS2

C28H54Be2Br2Cl2LiN6O14PS2 as an isolated structure in a non-equilibrium geometry (ωB97M-V/def2-TZVPD, OMol25).

Geometry (Å):
Br: -2.2303 0.9636 5.8264
Br: -1.6032 4.5378 5.2461
Cl: -4.1294 -0.4983 -3.1053
Cl: 6.2598 1.4420 2.1325
S: -1.3079 -0.0714 2.4404
S: -7.0925 -3.1662 -4.2983
P: -0.1438 7.5433 2.1881
O: 1.7581 -3.3845 3.8072
O: -2.7228 -3.2298 5.1808
O: -5.9051 -2.7404 -4.9742
O: 0.9623 8.5422 2.5005
O: -1.7731 -2.1219 0.6661
O: -3.1158 -0.0769 -4.0373
O: -4.1183 0.3719 -1.9452
O: -1.2989 7.8301 3.1328
O: 0.3394 6.0975 2.3374
O: -0.5351 7.7421 0.7241
O: -7.6520 -2.4676 -3.1740
O: 5.9297 0.7011 -6.3673
O: -3.8414 -1.8515 -2.6671
O: -5.4245 -0.4587 -3.7194
N: -1.0596 -0.2205 -0.1927
N: 4.1543 0.5386 0.8155
N: -1.2377 -1.1257 -1.2224
N: 1.2485 1.5293 -1.0633
N: 3.3348 2.4635 -0.1279
N: 4.9211 1.2438 -1.2975
C: -3.2063 3.4929 4.9190
C: -8.2465 -5.5276 -4.2314
C: 5.1590 0.8679 -5.1783
C: 2.9289 -3.9585 5.7936
C: -8.3952 -3.4195 -5.5183
C: 1.7674 -4.0268 4.8346
C: 5.9624 -0.2526 -3.0010
C: 0.4611 3.1478 -2.7679
C: 1.9057 2.1466 0.0716
C: -1.4013 -0.8447 0.8840
C: 2.7877 -0.0605 0.9081
C: 4.1649 1.3748 -0.2056
C: 5.8258 0.1344 -1.5188
C: 1.2285 3.4216 0.5786
C: 6.1345 0.9237 -3.9912
C: 2.1859 0.7022 3.7940
C: -8.6227 -4.9348 -5.5964
C: -3.1606 -2.8236 4.0446
C: 1.9417 1.1840 -3.3494
C: -6.9096 -4.8954 -3.8565
C: 0.2424 -0.7682 3.0783
C: 1.9838 1.6876 2.6222
C: -1.6651 -2.2137 -0.6836
C: 1.2218 1.9499 -2.2588
C: 0.6176 -4.9265 5.2101
C: 1.8363 1.0917 1.2116
C: 0.8362 0.0974 4.2032
C: -3.4460 2.4759 6.0042
Be: 2.0084 5.7620 -0.2883
Be: 0.7155 4.4815 -5.0888
Li: 7.1940 2.9183 -4.6476
H: 5.1310 -0.9020 -3.2625
H: -4.2527 -2.9373 3.8363
H: -3.3013 2.8758 7.0019
H: 3.5131 3.1268 -0.8741
H: 0.1673 0.9255 4.4320
H: 2.5084 1.3203 4.6334
H: -0.0184 -1.7368 3.5054
H: 3.6822 -3.2772 5.4041
H: -2.6641 -3.2190 3.1331
H: 6.8155 0.4101 -1.1469
H: 4.4766 0.0264 -5.0952
H: 3.3729 -4.9478 5.9133
H: 0.3173 3.2304 1.1408
H: -9.2830 -2.8966 -5.1680
H: 0.9243 -0.9787 2.2701
H: -8.0707 -3.0038 -6.4682
H: 1.8982 3.9443 1.2682
H: 2.7124 1.8311 -3.7761
H: 2.3155 0.2396 -2.9673
H: -4.0216 4.2122 4.8885
H: 2.8414 2.3641 2.6378
H: -9.0046 -5.2610 -3.4917
H: 4.9287 -0.1108 0.8439
H: -3.0442 -1.6805 3.8618
H: 0.9660 -5.9561 5.3054
H: -6.0968 -5.3034 -4.4562
H: 4.5258 1.7594 -5.2311
H: 4.8584 1.9737 -1.9818
H: -0.1474 -4.8811 4.4386
H: 1.2280 0.9871 -4.1548
H: 1.1066 2.2659 2.9062
H: -8.1785 -6.6147 -4.2672
H: 0.9914 4.1310 -0.2349
H: -9.6535 -5.1630 -5.8656
H: -7.9800 -5.3648 -6.3677
H: 6.1358 1.9062 -3.4902
H: 0.8294 0.6881 1.1364
H: 2.7357 -0.8594 1.6372
H: 5.5130 -0.7516 -0.9774
H: 0.9149 -0.5038 5.1071
H: -0.3979 3.4220 -2.1612
H: 2.9771 -0.0338 3.6614
H: 0.1818 -4.6024 6.1561
H: -6.6723 -4.9741 -2.7985
H: 2.5004 -0.4649 -0.0660
H: 6.8544 -0.8725 -3.0539
H: 1.1457 4.0096 -2.7218
H: -3.0880 3.0393 3.9401
H: 5.4703 0.0736 -6.9317
H: 2.5904 -3.5945 6.7647
H: 0.1934 3.0445 -3.8383
H: 7.1289 0.7898 -4.4454
H: -4.4466 2.0569 5.9234
H: -1.9038 -3.1033 -1.2353

Spin multiplicity: 1
HOMO-LUMO gap (Eh): 0.0529
HOMO (eV): -7.3

Atom charges from the Mulliken analysis, given in e for atoms 1 to 6: Br -0.09; Br -0.09; Cl 1.74; Cl -0.67; S 0.03; S 1.25



No. 3
# C3H12N3P2

An isolated ion of composition C3H12N3P2 and charge +1 in a non-equilibrium geometry (ωB97M-V/def2-TZVPD, OMol25).

Geometry (Å):
P: -2.6001 -0.7727 0.3245
P: -2.3297 1.4978 -0.3629
N: -0.6445 1.2300 -0.1220
N: 1.1907 -0.1391 -0.3180
N: -1.1579 -1.4294 -0.1026
C: 1.2755 -0.1195 1.1937
C: 2.2332 0.7708 -0.8555
C: -0.1235 0.2536 -0.8511
H: 3.1655 0.5166 -0.1911
H: 2.2719 -0.3701 1.4661
H: -0.3557 -0.0799 -1.8630
H: 1.8899 1.7524 -0.6595
H: 1.2917 -1.1477 -0.6267
H: 2.2792 0.6222 -1.8501
H: -1.1095 -1.8862 -1.0003
H: -3.7237 -1.6457 0.0387
H: 0.6901 -0.8968 1.7500
H: 0.8853 0.8528 1.4535
H: -2.5532 -1.0186 1.6220
H: -2.5753 2.0094 0.9544

Spin multiplicity: 1
HOMO-LUMO gap (Eh): 0.3478
Relative energy (zero: lowest compared OMol25 entry of this formula, charge and spin) (kcal/mol): 31.3
HOMO (eV): -12.7
Charge: +1

Atom charges from the natural (NBO) analysis, given in e for atoms 1 to 6: P 0.85; P 0.60; N -0.87; N -0.40; N -1.18; C -0.42



No. 4
# C25H19BBaCl3FINO4Si

C25H19BBaCl3FINO4Si as an isolated structure in a non-equilibrium geometry (ωB97M-V/def2-TZVPD, OMol25).

Geometry (Å):
Ba: -0.0155 -0.4829 0.4672
I: -0.9620 -4.8357 0.0575
Cl: 2.0245 0.6503 4.4113
Cl: 0.4007 2.3704 1.9915
Cl: -1.1450 1.5481 4.7612
Si: 0.1644 0.5982 3.5051
F: -6.4941 1.7723 -1.0377
O: -0.7439 2.2213 -3.3857
O: 1.1883 2.6201 -2.2073
O: 2.4765 -0.5158 -0.1998
O: 1.7526 -1.8561 2.1744
N: -1.8200 -2.3686 1.5894
C: -2.6001 1.0832 -0.0621
C: -2.0758 -3.6792 1.4131
C: -0.6295 4.2740 -4.8188
C: -3.7873 -3.6715 3.1087
C: -0.1377 3.3619 -3.9267
C: 5.9916 -1.3968 -0.5576
C: -4.2757 1.2143 -1.6890
C: 1.6607 4.8432 -3.2450
C: 2.4872 -4.1253 1.9317
C: -3.4029 -2.3388 3.3963
C: -0.0382 5.5754 -4.7796
C: -2.4277 -1.7481 2.6312
C: 3.5829 -1.1502 -0.0320
C: 5.0073 -2.9596 0.9986
C: 1.0190 3.6152 -3.1526
C: 2.5900 -2.6468 1.7573
C: 6.1005 -2.5032 0.3126
C: -3.4337 1.5108 0.9441
C: -3.1098 -4.3379 2.1140
C: -5.1872 1.6282 -0.6862
C: 4.7820 -0.7505 -0.7288
C: -2.9339 0.9563 -1.3552
C: 3.7721 -2.2600 0.9064
C: 1.0219 5.8664 -3.9398
C: -4.7806 1.8114 0.6348
B: -0.0183 1.8486 -2.2263
H: -4.5894 1.1026 -2.7291
H: 2.6291 -4.6395 0.9541
H: 6.8663 -1.1875 -1.1857
H: 3.3103 -4.4957 2.5315
H: -2.1443 -0.6956 2.7643
H: -4.5816 -4.1793 3.6800
H: -3.2700 -5.3910 1.9094
H: -1.4568 4.0484 -5.4929
H: -3.8682 -1.7260 4.2002
H: -2.2383 0.5267 -2.1065
H: 2.5653 5.0678 -2.6401
H: 7.0485 -3.0279 0.4808
H: -0.4366 6.3619 -5.4125
H: -3.0546 1.5681 1.9749
H: 1.5365 -4.3246 2.4422
H: 5.0135 -3.9040 1.5621
H: 1.3812 6.8988 -3.9390
H: 4.7704 0.0821 -1.4393
H: -5.4849 2.1722 1.3690

Spin multiplicity: 1
HOMO-LUMO gap (Eh): 0.1213
Relative energy (zero: lowest compared OMol25 entry of this formula, charge and spin) (kcal/mol): 0.0
HOMO (eV): -0.1
Charge: -2

Atom charges from the Mulliken analysis, given in e for atoms 1 to 6: Ba 1.14; I 0.04; Cl -0.35; Cl -0.29; Cl -0.34; Si 0.30



No. 5
# C6H7N

One molecule with the formula C6H7N in a non-equilibrium geometry (ωB97M-V/def2-TZVPD, OMol25).

Geometry (Å):
N: -3.0909 -1.0464 0.5597
C: 2.3360 -0.7964 0.6676
C: 0.0682 0.1747 -0.0790
C: -2.1224 -0.9467 -0.0631
C: -0.3692 1.5572 0.3233
C: -0.8729 -0.7600 -0.7965
C: 1.2552 -0.3055 0.1450
H: -1.2537 1.4855 0.9721
H: 3.2710 -0.9213 0.1392
H: -0.3722 -1.7221 -0.9519
H: -1.0958 -0.3487 -1.7895
H: -0.6369 2.1793 -0.5325
H: 2.2075 -0.4445 1.6813
H: 0.4067 2.0706 0.8976

Spin multiplicity: 1
HOMO-LUMO gap (Eh): 0.3634
Relative energy (zero: lowest compared OMol25 entry of this formula, charge and spin) (kcal/mol): 64.7
HOMO (eV): -9.2

Atom charges from the natural (NBO) analysis, given in e for atoms 1 to 6: N -0.32; C -0.53; C -0.11; C 0.29; C -0.62; C -0.51



No. 6
# C9H29AsB2F6NNaO

C9H29AsB2F6NNaO as an isolated structure in a non-equilibrium geometry (ωB97M-V/def2-TZVPD, OMol25).

Geometry (Å):
As: 2.9735 -1.4478 0.2128
Na: 0.3463 0.4057 -0.1524
F: 2.8780 -1.5159 1.9855
F: 1.4030 -0.5563 0.2646
F: 4.6056 -2.2106 0.1692
F: 3.6835 0.1641 0.2790
F: 2.1986 -3.0325 -0.0225
F: 2.9787 -1.3162 -1.6028
O: 1.2513 -0.2716 -1.7024
N: -0.8149 -0.1064 1.3965
C: 0.6993 1.1669 2.9587
C: -0.0120 -0.1390 2.6285
C: 0.5964 0.0225 -3.9439
C: -2.9111 1.3567 2.2842
C: -1.4906 -1.3627 1.3357
C: -1.9361 -1.6612 -0.1611
C: -1.7789 1.0807 1.2639
C: -0.2697 -1.9134 -2.5404
C: 0.5868 -0.7002 -2.6584
B: 1.7640 1.8351 -0.4814
B: -0.9611 1.4826 -1.1033
H: -1.0121 -1.8329 -0.7132
H: -0.0611 1.2192 -1.6371
H: -2.4789 -2.5978 -0.2888
H: -0.8260 -2.1123 1.7655
H: 0.4684 -0.6700 -4.7758
H: 2.2965 2.7138 -0.8110
H: 2.5152 1.2248 -0.0044
H: -2.3311 0.8595 0.3505
H: 1.0928 1.7305 2.1128
H: -2.5664 1.7766 3.2292
H: -1.2032 1.9300 0.8959
H: 1.5855 0.4424 -4.1269
H: 0.0909 1.8500 3.5513
H: -3.3316 0.3960 2.5814
H: 1.4424 0.9079 3.7129
H: 0.8979 2.1724 0.0666
H: -0.6818 1.9568 -0.1752
H: -3.7080 1.9197 1.7983
H: -1.4837 2.1511 -1.7697
H: -1.2029 -1.8419 -3.0991
H: -2.3107 -1.3500 2.0536
H: -0.5661 -2.0780 -1.5044
H: 0.7493 -0.9180 2.5864
H: -1.5740 0.6157 -0.9107
H: -0.1680 0.7987 -3.9798
H: 0.3700 -2.7022 -2.9362
H: -2.5337 -0.8002 -0.4606
H: -0.6840 -0.3766 3.4531
H: 1.4239 1.3342 -1.3745

Spin multiplicity: 1
HOMO-LUMO gap (Eh): 0.1530
HOMO (eV): 0.0
Charge: -2

Atom charges from the Mulliken analysis, given in e for atoms 1 to 6: As 2.02; Na -1.18; F -0.53; F -0.12; F -0.53; F -0.59